i | The molecule C3H9N. Source: the Open Molecules 2025 dataset; level of theory: ωB97M-V/def2-TZVPD.

## Properties
SMILES string: CCNC
frontier orbital gap: 9.7 eV

Last column: natural (NBO) charge in e.
Atoms and positions in Å:
C (-0.7385, 1.2134, -0.6616)  -0.654
C (-0.3908, -0.2682, -0.8288)  -0.219
N (0.6971, -0.7158, -0.0197)  -0.633
C (0.4622, -0.4107, 1.3751)  -0.428
H (-0.5825, 1.5982, 0.3246)  0.204
H (-1.7962, 1.3029, -0.6734)  0.219
H (-0.0310, 1.8122, -1.2407)  0.212
H (-0.1502, -0.5476, -1.8711)  0.194
H (-1.2654, -0.9117, -0.7113)  0.181
H (1.6151, -0.4156, -0.3678)  0.359
H (1.2639, 0.0881, 1.7556)  0.189
H (-0.3661, 0.2379, 1.7101)  0.188
H (0.4355, -1.3602, 1.9036)  0.188


ii | A structure of composition C3H9N. Source: the Open Molecules 2025 dataset; level of theory: ωB97M-V/def2-TZVPD.

## Properties
frontier orbital gap: 9.8 eV

Last column: natural (NBO) charge in e.
Atoms and positions in Å:
C (-1.4576, 0.3645, -0.1791)  -0.635
C (-0.4701, -0.6768, 0.4196)  -0.236
C (1.6582, 0.2447, 0.0792)  -0.433
H (-2.1735, 0.3885, 0.7386)  0.215
H (-0.9531, 1.3889, -0.4105)  0.215
H (-2.1569, -0.0954, -1.2336)  0.194
H (-0.1774, -0.2902, 1.4399)  0.193
H (-1.1133, -1.6427, 0.4296)  0.193
H (0.3660, -0.7348, -1.4245)  0.363
H (1.3244, 1.3667, -0.1349)  0.154
H (1.8012, 0.2864, 1.1972)  0.206
H (2.6238, 0.2177, -0.5191)  0.209
N (0.7282, -0.8175, -0.4023)  -0.639


What is the stability order? It is i, ii, from most stable to least stable.


i | The molecule C3H9N. Source: the Open Molecules 2025 dataset; level of theory: ωB97M-V/def2-TZVPD.

## Properties
SMILES string: CCNC
frontier orbital gap: 10.2 eV

Last column: natural (NBO) charge in e.
Atoms and positions in Å:
C (-1.4628, 0.5613, -0.1016)  -0.647
C (-0.5800, -0.6613, 0.2703)  -0.233
N (0.7387, -0.6909, -0.2682)  -0.608
C (1.4155, 0.5566, 0.1166)  -0.431
H (-2.5624, 0.3904, 0.2246)  0.216
H (-1.0868, 1.4590, 0.3858)  0.203
H (-1.5638, 0.7980, -1.1858)  0.207
H (-0.5300, -0.8905, 1.3645)  0.192
H (-1.1712, -1.5714, -0.0440)  0.190
H (0.6346, -0.6749, -1.3189)  0.342
H (0.8931, 1.4999, -0.2438)  0.171
H (1.5147, 0.6254, 1.1692)  0.193
H (2.4648, 0.4600, -0.1863)  0.205


ii | A structure of composition C3H9N. Source: the Open Molecules 2025 dataset; level of theory: ωB97M-V/def2-TZVPD.

## Properties
frontier orbital gap: 8.0 eV

Last column: natural (NBO) charge in e.
Atoms and positions in Å:
C (-0.8884, -0.7951, 2.4978)  -0.859
N (0.2451, -0.8262, -0.7078)  -0.373
C (0.2294, -0.6404, -1.9939)  -0.238
C (0.7856, 0.2643, -0.2952)  0.108
H (-1.2029, -1.8474, 2.4064)  0.220
H (0.1752, -0.6788, 2.2339)  0.215
H (-1.5340, -0.1814, 1.8151)  0.208
H (-0.2403, -1.5106, -2.4753)  0.181
H (-1.1637, -0.4526, 3.5189)  0.216
H (0.2905, 0.2403, -2.6428)  0.183
H (0.2509, 8.1365, -0.2755)  0.000
H (0.6857, 7.9386, -0.7887)  0.000
H (0.2633, 1.1657, -0.0895)  0.139


What is the stability order? It is i, ii, from most stable to least stable.


i | The molecule C3H4N2S. Source: the Open Molecules 2025 dataset; level of theory: ωB97M-V/def2-TZVPD.

## Properties
SMILES string: C/C(C#N)=N\S
frontier orbital gap: 9.6 eV

Last column: natural (NBO) charge in e.
Atoms and positions in Å:
C (-0.5901, 1.4514, -0.0077)  -0.684
C (-0.5282, -0.0234, 0.3054)  0.131
C (-1.9372, -0.3658, 0.1589)  0.230
N (-3.0580, -0.6039, -0.2754)  -0.270
N (0.4549, -0.7605, 0.0875)  -0.403
S (2.2340, -0.0631, -0.1192)  0.071
H (-0.3659, 1.9400, 0.9270)  0.243
H (-1.6564, 1.8372, -0.0541)  0.255
H (0.0727, 1.7923, -0.8186)  0.245
H (2.7598, -1.3821, 0.4282)  0.182


ii | The molecule C3H4N2S. Source: the Open Molecules 2025 dataset; level of theory: ωB97M-V/def2-TZVPD.

## Properties
SMILES string: Sc1cc[nH]n1
frontier orbital gap: 9.7 eV

Last column: natural (NBO) charge in e.
Atoms and positions in Å:
S (0.0770, 1.3268, -1.5207)  0.001
C (-0.0602, 0.0902, -0.2324)  0.012
C (0.8688, -0.9929, -0.0354)  -0.349
C (0.4988, -1.5429, 1.1879)  -0.049
N (-0.5560, -0.7794, 1.5856)  -0.337
N (-0.9029, 0.1583, 0.7024)  -0.283
H (-0.3522, 2.3575, -0.7872)  0.143
H (1.6236, -1.3631, -0.7090)  0.234
H (0.9330, -2.2674, 1.8527)  0.224
H (-1.0686, -0.9349, 2.4383)  0.405


What is the stability order? It is ii, i, from most stable to least stable.


i | The molecule C3H4N2S. Source: the Open Molecules 2025 dataset; level of theory: ωB97M-V/def2-TZVPD.

## Properties
SMILES string: [H]/N=C(/C)SC#N
frontier orbital gap: 8.7 eV

Last column: natural (NBO) charge in e.
Atoms and positions in Å:
H (-0.2134, -2.4849, -0.4983)  0.445
N (-0.6522, -1.6735, -0.1085)  -0.587
C (-0.5160, -0.5635, 0.2622)  0.535
C (-1.1313, 0.4771, 1.1442)  -0.712
S (1.1771, 0.7342, -0.4176)  -0.192
C (2.2669, 0.6685, -1.7375)  0.075
N (2.9424, 0.7261, -2.6575)  -0.357
H (-0.6363, 1.3618, 0.9551)  0.266
H (-1.0377, -0.0056, 2.0945)  0.258
H (-2.1995, 0.7598, 0.9635)  0.270


ii | The molecule C3H4N2S. Source: the Open Molecules 2025 dataset; level of theory: ωB97M-V/def2-TZVPD.

## Properties
SMILES string: Sc1cc[nH]n1
frontier orbital gap: 9.5 eV

Last column: natural (NBO) charge in e.
Atoms and positions in Å:
S (-2.4422, 0.7990, -0.4205)  0.019
C (-0.7457, 0.3432, -0.1519)  -0.015
C (-0.3117, -0.9838, -0.2561)  -0.364
C (1.0608, -0.9337, 0.0564)  -0.041
N (1.3231, 0.3531, 0.3548)  -0.324
N (0.3013, 1.1620, 0.0724)  -0.298
H (-2.2746, 2.1135, -0.0796)  0.151
H (-0.9419, -1.8608, -0.3414)  0.235
H (1.8668, -1.7452, 0.0810)  0.228
H (2.1640, 0.7526, 0.6849)  0.409


iii | The molecule C3H4N2S. Source: the Open Molecules 2025 dataset; level of theory: ωB97M-V/def2-TZVPD.

## Properties
SMILES string: C1=NN=CSC1
frontier orbital gap: 9.7 eV

Last column: natural (NBO) charge in e.
Atoms and positions in Å:
C (0.2810, -1.1764, 0.9049)  0.044
N (-0.3036, -1.6737, -0.1976)  -0.228
N (-1.2174, -0.7882, -0.8557)  -0.264
C (-0.7559, 0.3818, -0.9297)  -0.104
S (0.6278, 1.2401, -0.2311)  0.273
C (0.4334, 0.3252, 1.3058)  -0.634
H (0.9137, -1.9043, 1.3567)  0.198
H (-1.4146, 0.9814, -1.6431)  0.205
H (1.5861, 0.2340, 1.6388)  0.253
H (-0.2350, 0.8958, 2.0329)  0.258


iv | The molecule C3H4N2S. Source: the Open Molecules 2025 dataset; level of theory: ωB97M-V/def2-TZVPD.

## Properties
SMILES string: CNC(=S)C#N
frontier orbital gap: 8.0 eV

Last column: natural (NBO) charge in e.
Atoms and positions in Å:
C (-1.4533, -0.4261, 0.0479)  -0.452
N (-0.0019, -0.0976, -0.5010)  -0.561
C (1.1849, -0.2378, 0.1641)  0.047
S (1.4724, -1.4492, 1.4056)  -0.068
C (2.0789, 0.9988, -0.0314)  0.215
N (2.5029, 2.0198, -0.5690)  -0.257
H (-2.0701, 0.1627, 1.0664)  0.237
H (-1.3829, -1.5805, 0.0760)  0.241
H (-2.0851, -0.1535, -0.8560)  0.211
H (-0.2458, 0.7633, -0.8025)  0.386


What is the stability order? It is ii, i, iii, iv, from most stable to least stable.


i | A structure of composition C8H8N4. Source: the Open Molecules 2025 dataset; level of theory: ωB97M-V/def2-TZVPD.

## Properties
frontier orbital gap: 8.5 eV

Last column: natural (NBO) charge in e.
Atoms and positions in Å:
C (-2.2430, -0.5440, -2.1827)  0.228
C (0.2965, 0.8467, 2.7180)  -0.303
C (-0.2396, -0.2395, 2.0437)  -0.179
C (0.4109, 2.1051, 2.0507)  0.030
C (-0.5224, -0.0475, 0.6696)  0.047
C (-0.2379, 1.1712, 0.0409)  0.310
C (-0.9455, -0.6363, -1.5721)  0.246
C (0.2086, -1.1453, -2.2791)  -0.632
N (-3.2890, -0.3680, -2.6476)  -0.260
N (0.1106, 2.3051, 0.7295)  -0.442
N (-1.0608, -1.0361, -0.1918)  -0.607
N (-0.4707, 1.1295, -1.2724)  -0.604
H (0.6366, 0.7439, 3.7461)  0.226
H (-0.6326, -1.2263, 2.3863)  0.228
H (0.8225, 3.0407, 2.4030)  0.210
H (0.2046, -0.5301, -3.1793)  0.233
H (0.1083, -2.2366, -2.5450)  0.236
H (1.0867, -0.8441, -1.8739)  0.246
H (-2.0466, -1.2569, 0.1013)  0.394
H (-0.9459, 1.8320, -1.7506)  0.394


ii | The molecule C8H8N4. Source: the Open Molecules 2025 dataset; level of theory: ωB97M-V/def2-TZVPD.

## Properties
SMILES string: Cc1cc2nncnc2c(C)n1
frontier orbital gap: 8.4 eV

Last column: natural (NBO) charge in e.
Atoms and positions in Å:
C (-0.9165, 2.2137, -2.0966)  -0.648
C (-0.4788, 1.0666, -1.2399)  0.204
C (0.5221, 0.2152, -1.5987)  -0.247
C (0.9375, -0.8147, -0.7002)  0.116
N (1.8887, -1.7516, -0.9737)  -0.162
N (2.2340, -2.6993, -0.1203)  -0.170
C (1.5686, -2.5661, 1.0614)  0.198
N (0.8439, -1.6221, 1.4508)  -0.392
C (0.4014, -0.6684, 0.5997)  0.094
C (-0.5732, 0.2681, 0.9396)  0.258
C (-1.1924, 0.2527, 2.3007)  -0.658
N (-0.9419, 1.1528, 0.0850)  -0.406
H (-1.0412, 1.7732, -3.1089)  0.221
H (-1.9001, 2.5236, -1.6934)  0.240
H (-0.0964, 2.9901, -2.0817)  0.236
H (0.9114, 0.2134, -2.6158)  0.229
H (1.9512, -3.2833, 1.8209)  0.179
H (-0.5538, -0.0415, 3.1565)  0.241
H (-1.9307, -0.4762, 2.3762)  0.232
H (-1.6338, 1.2537, 2.4385)  0.236


What is the stability order? It is ii, i, from most stable to least stable.


i | The molecule C2H4Cl2N2. Source: the Open Molecules 2025 dataset; level of theory: ωB97M-V/def2-TZVPD.

## Properties
frontier orbital gap: 7.0 eV

Last column: natural (NBO) charge in e.
Atoms and positions in Å:
C (-0.8094, 0.8308, -0.0268)  -0.284
C (-1.0729, -0.4547, 0.1896)  0.074
N (2.6585, 1.4301, -0.4995)  -0.838
N (-2.2311, -1.1328, 0.2499)  -0.786
Cl (0.6434, 1.5754, -0.1803)  0.448
Cl (0.3231, -1.5473, 0.3400)  -0.057
H (2.6450, 0.7839, -1.3259)  0.341
H (3.1468, 0.8790, 0.1637)  0.338
H (-2.9729, -0.5042, 0.2968)  0.382
H (-2.3306, -1.8602, 0.7923)  0.380


ii | A cluster of 2 separate species, C2H4Cl2N2 in total. Source: the Open Molecules 2025 dataset; level of theory: ωB97M-V/def2-TZVPD.

## Properties
frontier orbital gap: 9.5 eV

Last column: natural (NBO) charge in e.
Atoms and positions in Å:
C (1.7492, 1.5834, -0.6383)  -0.463
C (-1.5124, -1.2823, 0.2857)  -0.405
N (1.4554, 0.5317, 0.0330)  0.072
N (1.4324, -0.3694, 0.7161)  -0.051
Cl (-1.6730, 0.1052, -0.8875)  -0.055
Cl (-2.7262, -1.1142, 1.5963)  -0.035
H (1.8862, 1.4619, -1.6663)  0.228
H (-0.4377, -1.2192, 0.8259)  0.257
H (1.3207, 2.5476, -0.0986)  0.235
H (-1.4946, -2.2448, -0.1662)  0.217


What is the stability order? It is ii, i, from most stable to least stable.